1.
ORCA calculation (wB97M-V/def2-TZVPD) on a single C4H4ClN molecule in a non-equilibrium geometry.

Structure (ORCA input):
```
! wB97M-V def2-TZVPD RIJCOSX def2/J DEFGRID3
* xyz 0 1
C -1.473 -0.299 -0.025
C -0.013 -0.492 -0.027
C 0.794 0.580 -0.018
Cl 0.301 2.294 -0.007
C 2.269 0.380 0.049
N 3.334 -0.004 -0.047
H -2.036 -1.055 -0.579
H -1.816 0.660 -0.356
H -1.882 -0.608 0.969
H 0.521 -1.457 0.041
*
```

Gap between HOMO and LUMO: 10.6 eV
Relative energy (zero: lowest compared OMol25 entry of this formula, charge and spin): 24.9 kcal per mole
Molar mass: 101.536 g mol⁻¹
HOMO level: -10.0 eV
SMILES: C/C=C(\Cl)C#N
Energy: -669.72179 Eh

Need the natural (NBO) charges? In units of e they are: -0.671 -0.129 -0.134 0.014 0.244 -0.290 0.236 0.242 0.241 0.246

=====

2.
ORCA calculation (wB97M-V/def2-TZVPD) on a 2-piece molecular cluster, C4H4ClN3O2 overall in a non-equilibrium geometry.

Structure (ORCA input):
```
! wB97M-V def2-TZVPD RIJCOSX def2/J DEFGRID3
* xyz 0 1
C -2.828 -0.072 -0.099
N -1.611 0.242 -0.065
C -0.950 1.317 0.072
C 0.383 1.550 0.109
C 1.336 0.624 -0.342
O 1.227 -0.302 -0.983
Cl 2.892 1.709 -0.900
H -3.004 -0.713 0.795
H -3.454 0.321 -0.993
H -1.491 2.245 -0.006
H 0.798 2.544 0.291
N 2.915 -2.631 0.003
N 2.259 -3.304 0.638
O 1.528 -3.530 1.481
*
```

Gap between HOMO and LUMO (spin up / spin down): 7.6 / 7.6 eV
Relative energy (zero: lowest compared OMol25 entry of this formula, charge and spin): 129.2 kcal per mole
Molar mass: 161.548 g mol⁻¹
HOMO level (spin up / spin down): -8.9 / -8.9 eV
SMILES: C=N/C=C\C(=O)Cl.N#[N+][O-]
Energy: -929.55450 Eh

Need the natural (NBO) charges? In units of e they are: 0.078 -0.409 0.084 -0.462 0.641 -0.468 -0.319 0.211 0.188 0.202 0.254 -0.069 0.403 -0.334

=====

3.
ORCA calculation (wB97M-V/def2-TZVPD) on a single C4H4ClNO2 molecule in a non-equilibrium geometry.

Structure (ORCA input):
```
! wB97M-V def2-TZVPD RIJCOSX def2/J DEFGRID3
* xyz 0 1
C -1.460 -1.545 -1.182
C -0.548 -0.554 -0.623
Cl -0.097 0.822 -1.672
C 0.316 -0.935 0.573
O 0.551 -2.142 0.675
N 0.732 -0.195 1.709
C 0.603 1.309 1.606
O 0.036 2.188 0.766
H -1.624 -2.440 -0.422
H -2.169 -1.166 -1.967
H 0.901 -0.714 2.678
H 1.245 1.701 2.401
*
```

Gap between HOMO and LUMO: 9.1 eV
Relative energy (zero: lowest compared OMol25 entry of this formula, charge and spin): 74.0 kcal per mole
Molar mass: 133.534 g mol⁻¹
HOMO level: -9.5 eV
SMILES: C=C(Cl)C(=O)NC=O
Energy: -820.13028 Eh

Need the natural (NBO) charges? In units of e they are: -0.332 -0.127 0.021 0.613 -0.558 -0.678 0.520 -0.542 0.247 0.237 0.467 0.132

=====

4.
ORCA calculation (wB97M-V/def2-TZVPD) on a single C4H4ClNO2S2 molecule in a non-equilibrium geometry.

Structure (ORCA input):
```
! wB97M-V def2-TZVPD RIJCOSX def2/J DEFGRID3
* xyz 0 1
N -1.237 -0.903 1.991
S -1.601 0.189 0.794
O -2.281 -0.768 -0.173
O -2.130 1.454 1.219
C -0.150 0.606 -0.093
C 0.079 -0.033 -1.258
C 1.359 0.152 -1.670
C 2.199 0.706 -0.713
Cl 3.893 1.127 -0.992
S 1.343 1.229 0.580
H -1.346 -1.995 1.875
H -1.268 -0.640 3.060
H -0.446 -0.846 -1.842
H 1.585 -0.276 -2.779
*
```

Gap between HOMO and LUMO: 9.4 eV
Relative energy (zero: lowest compared OMol25 entry of this formula, charge and spin): 18.0 kcal per mole
Molar mass: 197.668 g mol⁻¹
HOMO level: -9.3 eV
SMILES: NS(=O)(=O)c1ccc(Cl)s1
Energy: -1616.53212 Eh

Need the natural (NBO) charges? In units of e they are: -1.132 2.274 -0.939 -0.887 -0.556 -0.204 -0.269 -0.282 0.041 0.563 0.451 0.424 0.275 0.241

=====

5.
ORCA calculation (wB97M-V/def2-TZVPD) on a single C4H4ClNOS molecule in a non-equilibrium geometry.

Structure (ORCA input):
```
! wB97M-V def2-TZVPD RIJCOSX def2/J DEFGRID3
* xyz 0 1
O -0.944 1.978 -0.671
C 0.147 2.058 -0.204
C 0.966 0.431 -0.162
Cl 2.640 0.851 -0.037
N 0.551 -0.467 -1.104
C -0.329 -1.268 -0.694
C -0.847 -1.260 0.691
S 0.243 -0.074 1.521
H 0.785 2.789 0.274
H -0.569 -1.912 -1.505
H -1.981 -0.913 0.585
H -0.662 -2.213 1.305
*
```

Gap between HOMO and LUMO: 9.3 eV
Relative energy (zero: lowest compared OMol25 entry of this formula, charge and spin): 44.2 kcal per mole
Molar mass: 149.602 g mol⁻¹
HOMO level: -8.7 eV
SMILES: O=C[C@]1(Cl)N=CCS1
Energy: -1143.11680 Eh

Need the natural (NBO) charges? In units of e they are: -0.494 0.460 -0.112 0.005 -0.429 0.142 -0.633 0.168 0.159 0.212 0.260 0.264

=====

6.
ORCA calculation (wB97M-V/def2-TZVPD) on a single C4H4ClNOS molecule in a non-equilibrium geometry.

Structure (ORCA input):
```
! wB97M-V def2-TZVPD RIJCOSX def2/J DEFGRID3
* xyz 0 1
C 0.628 1.824 -0.621
C 0.835 0.389 -0.731
C -0.168 -0.349 0.068
C -0.255 -1.837 0.332
N -0.451 2.191 -0.040
O -1.683 1.099 1.869
S -1.459 0.943 0.439
Cl 2.054 -0.448 -1.661
H 1.336 2.474 -1.023
H 0.273 -2.101 1.292
H 0.211 -2.276 -0.489
H -1.321 -1.909 0.566
*
```

Gap between HOMO and LUMO: 8.6 eV
Relative energy (zero: lowest compared OMol25 entry of this formula, charge and spin): 52.9 kcal per mole
Molar mass: 149.602 g mol⁻¹
HOMO level: -9.5 eV
Energy: -1143.10292 Eh

Need the natural (NBO) charges? In units of e they are: 0.095 -0.146 -0.151 -0.674 -0.608 -0.922 1.436 0.030 0.206 0.250 0.240 0.244

=====

7.
ORCA calculation (wB97M-V/def2-TZVPD) on a single C4H4ClNOS molecule in a non-equilibrium geometry.

Structure (ORCA input):
```
! wB97M-V def2-TZVPD RIJCOSX def2/J DEFGRID3
* xyz 0 1
O -0.954 0.143 2.022
C -1.667 0.590 1.135
C -1.262 0.612 -0.268
Cl -2.400 1.303 -1.390
C -0.089 0.141 -0.726
N 0.869 -0.413 0.099
C 2.062 -0.900 -0.301
S 2.661 -0.943 -1.818
H -2.665 1.004 1.364
H 0.181 0.163 -1.758
H 0.611 -0.418 1.099
H 2.652 -1.282 0.542
*
```

Gap between HOMO and LUMO: 8.0 eV
Relative energy (zero: lowest compared OMol25 entry of this formula, charge and spin): 8.0 kcal per mole
Molar mass: 149.602 g mol⁻¹
HOMO level: -9.0 eV
SMILES: O=C/C(Cl)=C\NC=S
Energy: -1143.17446 Eh

Need the natural (NBO) charges? In units of e they are: -0.559 0.389 -0.227 0.013 0.080 -0.581 -0.076 -0.087 0.146 0.245 0.452 0.205

=====

8.
ORCA calculation (wB97M-V/def2-TZVPD) on a single C4H4ClO2P molecule in a non-equilibrium geometry.

Structure (ORCA input):
```
! wB97M-V def2-TZVPD RIJCOSX def2/J DEFGRID3
* xyz 0 1
C 1.261 -0.661 -0.029
C 0.943 0.742 0.166
C 0.246 -1.542 0.247
C -0.313 1.174 0.132
O 0.020 -2.849 0.348
O -0.671 2.471 0.060
P -1.647 0.007 0.625
Cl -2.809 0.192 -1.004
H 2.208 -1.083 -0.448
H 1.644 1.572 0.116
H -0.969 -3.019 0.076
H 0.088 2.996 -0.289
*
```

Gap between HOMO and LUMO: 7.9 eV
Relative energy (zero: lowest compared OMol25 entry of this formula, charge and spin): 30.5 kcal per mole
Molar mass: 150.501 g mol⁻¹
HOMO level: -8.0 eV
Energy: -1106.74104 Eh

Need the natural (NBO) charges? In units of e they are: -0.393 -0.313 0.316 0.016 -0.666 -0.677 0.577 -0.286 0.236 0.204 0.507 0.477

=====

9.
ORCA calculation (wB97M-V/def2-TZVPD) on a 2-piece molecular cluster, C4H4F2O overall in a non-equilibrium geometry.

Structure (ORCA input):
```
! wB97M-V def2-TZVPD RIJCOSX def2/J DEFGRID3
* xyz 0 1
C 1.651 -1.462 -0.040
C 0.437 -1.051 0.277
C -0.491 -1.486 1.085
O -1.401 -1.468 1.821
H 2.329 -0.823 -0.602
H 1.960 -2.479 0.111
F 0.258 2.191 -0.363
C -0.975 1.645 -0.606
F -1.876 2.459 0.001
H -0.979 1.822 -1.650
H -0.914 0.651 -0.035
*
```

Gap between HOMO and LUMO: 8.7 eV
Relative energy (zero: lowest compared OMol25 entry of this formula, charge and spin): 64.7 kcal per mole
Molar mass: 106.071 g mol⁻¹
HOMO level: -9.5 eV
SMILES: C=C=C=O.FCF
Energy: -429.67049 Eh

Need the natural (NBO) charges? In units of e they are: -0.220 -0.394 0.667 -0.433 0.202 0.192 -0.377 0.398 -0.353 0.144 0.172

=====

10.
ORCA calculation (wB97M-V/def2-TZVPD) on C4H4FN3 as an isolated structure in a non-equilibrium geometry.

Structure (ORCA input):
```
! wB97M-V def2-TZVPD RIJCOSX def2/J DEFGRID3
* xyz 0 1
C -0.686 1.002 -0.051
C 1.239 -1.633 0.171
C 1.563 -0.445 1.152
C 0.485 0.245 0.349
H 0.868 -2.579 0.686
H 1.978 -1.550 -0.458
H 1.137 -0.399 2.237
H 2.580 -0.176 0.789
N -1.218 0.420 -1.129
N -0.805 -0.800 -1.182
N 0.163 -0.901 -0.350
F -1.016 2.072 0.628
*
```

Gap between HOMO and LUMO: 9.9 eV
Relative energy (zero: lowest compared OMol25 entry of this formula, charge and spin): 107.3 kcal per mole
Molar mass: 113.095 g mol⁻¹
HOMO level: -9.2 eV
Energy: -418.78452 Eh

Need the natural (NBO) charges? In units of e they are: 0.492 -0.183 -0.431 -0.013 0.222 0.202 0.256 0.233 -0.300 -0.050 -0.136 -0.291